1.
A molecular structure, C4H5NO, computed with ωB97M-V/def2-TZVPD.

Calculated values
E_HOMO ... -10.2 eV
Largest force on an atom ... 1.81 eV/A

CARTESIAN COORDINATES (ANGSTROEM)
O 0.947 -1.499 -0.520
N 0.146 3.101 -0.699
C 1.118 -0.305 -0.627
C 0.166 1.997 -0.329
C -1.036 -0.978 0.495
C 0.240 0.587 0.151
H 0.468 0.604 1.211
H -1.601 -0.435 1.222
H -1.517 -1.169 -0.463
H 1.888 0.063 -1.316
H -0.687 -1.952 0.914

***

2.
A single C4H5NO molecule, computed with ωB97M-V/def2-TZVPD.

Calculated values
Structure (SMILES) ... C#CCC(N)=O
E_HOMO ... -9.9 eV
Largest force on an atom ... 8.02 eV/A

CARTESIAN COORDINATES (ANGSTROEM)
O 2.127 -0.626 0.063
N 0.875 1.293 -0.085
C 1.124 -0.065 -0.014
C -1.498 -0.066 -0.171
C -0.189 -0.689 -0.067
C -2.775 -0.002 0.137
H -0.206 1.403 0.517
H -0.202 -1.636 -0.639
H -0.374 -1.268 0.918
H -3.828 0.441 -0.105
H 1.500 1.953 0.092

***

3.
2 unconnected molecules or ions with the total composition CH7N6, computed with ωB97M-V/def2-TZVPD.

Calculated values
E_HOMO (alpha / beta) ... -14.8 / -14.8 eV
Largest force on an atom ... 4.13 eV/A
Net charge ... +1

CARTESIAN COORDINATES (ANGSTROEM)
N 1.631 1.639 0.109
N 0.089 0.308 -0.877
N 1.161 -0.042 -1.445
N -1.121 -0.114 -0.832
N 0.445 1.425 0.213
N -1.746 -0.925 1.575
C 2.235 0.715 -0.863
H 2.930 0.135 -0.390
H -2.633 -0.601 1.872
H -1.611 -0.346 0.217
H -1.674 -1.979 1.353
H 2.843 1.193 -1.710
H -1.455 -0.778 -1.515
H -1.093 -0.632 2.293

***

4.
3 unconnected molecules or ions with the total composition C33H28BBrO5, computed with ωB97M-V/def2-TZVPD.

Calculated values
Structure (SMILES) ... O=C1c2ccccc2C(=O)c2ccccc21.O=C1c2ccccc2C(=O)c2ccccc21.CCCCOB(C)Br
E_HOMO ... -9.7 eV
Largest force on an atom ... 0.42 eV/A

CARTESIAN COORDINATES (ANGSTROEM)
Br 1.560 -3.807 0.770
O 3.747 -3.493 -0.930
O 1.373 1.746 -4.524
O -2.338 4.984 -2.393
O -0.955 -0.110 3.452
O -3.156 -2.902 7.473
C -3.045 0.862 -2.375
C 2.031 5.874 -4.643
C -1.434 -0.732 4.376
C 2.786 -1.203 -0.097
C -2.587 -0.190 5.154
C -0.942 0.559 -3.500
C -0.925 -4.013 6.198
C 1.062 6.713 -4.103
C -2.093 0.025 -2.947
C -3.089 1.064 4.826
C -1.460 -2.783 5.835
C -0.270 4.803 -3.517
C 0.699 3.961 -4.064
C 3.659 -3.099 -3.331
C 1.851 4.502 -4.624
C 4.487 -3.016 -2.063
C -4.245 -0.393 6.893
C -0.737 1.934 -3.487
C -1.511 4.254 -2.896
C 2.059 -1.921 -4.927
C -1.696 2.773 -2.918
C 0.522 2.481 -4.069
C -2.641 -2.262 6.582
C 0.193 -2.582 4.090
C 0.164 -4.522 5.511
C 0.721 -3.809 4.456
C 2.692 -1.939 -3.537
C -4.161 1.586 5.529
C -0.895 -2.062 4.780
C -2.848 2.232 -2.361
C -0.084 6.180 -3.540
C -3.165 -0.919 6.194
C -4.741 0.856 6.561
B 2.859 -2.756 -0.248
H -4.548 2.563 5.273
H 2.760 -2.244 -5.700
H -3.576 2.900 -1.920
H 2.591 3.832 -5.040
H 5.365 -3.655 -2.136
H 1.711 -0.915 -5.169
H -4.680 -0.976 7.693
H 3.111 -4.046 -3.313
H -3.942 0.442 -1.939
H -2.250 -1.045 -2.958
H 3.176 -0.932 0.890
H 1.204 7.786 -4.123
H 3.207 -0.994 -3.341
H -1.376 -4.555 7.018
H -0.848 6.815 -3.112
H 1.189 -2.580 -4.968
H 3.349 -0.647 -0.847
H 4.831 -1.993 -1.877
H -0.187 -0.077 -3.944
H 2.928 6.294 -5.080
H 1.889 -2.009 -2.797
H -5.581 1.265 7.107
H 1.751 -0.860 -0.118
H 4.349 -3.152 -4.179
H -2.625 1.614 4.018
H 0.611 -2.019 3.268
H 1.566 -4.210 3.912
H 0.580 -5.480 5.796

***

5.
3 unconnected molecules or ions with the total composition C23H45F4N4O5, computed with ωB97M-V/def2-TZVPD.

Calculated values
E_HOMO ... -10.5 eV
Largest force on an atom ... 6.41 eV/A
Net charge ... +1

CARTESIAN COORDINATES (ANGSTROEM)
F 2.387 5.306 -2.204
F 1.148 5.149 1.391
F 3.490 5.556 0.019
F 0.170 6.009 -0.730
O 0.935 -4.950 6.569
O -1.844 0.694 -1.964
O 2.644 -0.520 -8.410
O 2.276 0.133 -3.956
O -0.900 -1.744 3.972
N 0.420 0.304 -6.323
N 0.301 3.562 -0.381
N -0.451 -2.318 7.045
N -0.019 1.249 -0.043
C 0.748 2.426 0.521
C -0.688 3.167 -1.458
C 1.378 -1.153 -8.217
C -0.103 -2.917 3.888
C -0.934 1.566 -1.205
C 0.091 -4.653 7.689
C -3.072 0.613 -1.108
C 0.878 -0.186 -3.933
C -1.902 -1.777 4.989
C 1.580 -0.268 1.272
C 2.533 1.532 -3.926
C -3.855 2.954 0.146
C 0.276 -0.212 -7.690
C 0.424 -0.741 -5.293
C 2.242 -4.401 6.690
C -1.389 -1.397 6.392
C -3.893 2.202 1.602
C 3.437 -0.414 -7.236
C -3.996 1.966 -1.154
C 0.217 -0.117 0.621
C 2.458 4.845 -0.777
C -1.007 -3.652 7.294
C 0.946 4.914 -0.068
H 1.498 2.529 1.413
H -4.891 1.592 1.805
H -2.800 0.228 -0.037
H 3.603 1.676 -3.753
H 0.783 -2.812 4.517
H 0.370 -2.408 6.447
H 2.688 -4.645 7.656
H -1.744 -3.588 8.103
H 4.487 -0.402 -7.536
H 2.222 -3.317 6.549
H -0.579 -0.981 0.582
H 0.755 -0.976 -3.182
H -0.589 -1.150 -5.195
H -2.441 -2.731 4.976
H 2.491 0.164 0.634
H -0.392 -5.597 7.970
H -0.696 -0.709 -7.779
H 1.297 0.822 -6.273
H -2.638 -1.017 4.701
H 1.483 -2.064 -7.617
H -2.917 1.550 1.822
H 0.264 0.664 -3.616
H 2.821 3.709 -0.844
H 1.098 -1.557 -5.559
H 2.865 -4.832 5.901
H 3.285 -1.253 -6.549
H 0.246 -3.017 2.858
H -0.660 -3.822 4.151
H -3.874 3.056 2.433
H -2.244 -1.234 7.057
H 1.716 -0.740 2.336
H -4.809 3.672 0.121
H 1.063 -1.489 -9.212
H 1.982 2.021 -3.121
H -1.508 -4.045 6.406
H -3.767 2.614 -2.128
H -0.869 -0.434 6.310
H 0.241 0.665 -8.348
H -1.181 3.861 -2.264
H 3.236 0.536 -6.735
H 2.283 1.994 -4.886
H 0.661 -4.307 8.558
H -5.114 1.632 -1.224
H -2.924 3.667 0.132
H -3.727 -0.252 -1.606

***

Computed electronic energy, in the same sequence as the records: -285.28147, -285.26310, -370.44869, -4249.52202, -1897.26643 hartree.